(1)
Entry from the OMol25 dataset: C67H164F18N5O5P6Ti as an isolated structure (the ωB97M-V functional and the def2-TZVPD basis).

Last column: Löwdin spin population.
Cartesian coordinates (Å):
Ti 0.39076 -0.02107 0.42125  2.580
C 3.25854 5.61104 -3.50060  0.000
C 2.66421 4.95022 -2.25285  0.000
C 3.31385 5.48710 -0.96163  0.000
C 2.47152 4.89209 0.26361  0.000
P 2.81065 5.45295 2.00575  0.000
C 2.19561 4.20380 3.23644  0.000
C 2.21370 4.58603 4.72295  0.000
C 2.14991 3.35002 5.72337  0.000
C 3.32738 2.43501 5.51957  0.000
C 4.48618 5.99265 2.23179  0.000
C 5.52511 4.86404 2.05671  0.000
C 6.86973 5.10423 2.68641  0.000
C 7.51465 6.52751 2.58720  0.000
C 1.87242 6.96870 2.33797  0.000
C 1.92620 8.12387 1.41396  0.000
C 0.64330 8.08350 0.43130  0.000
C -0.66538 8.45093 1.24811  0.000
H 4.32968 5.41864 -3.43938  0.000
H 3.13699 6.68956 -3.60118  0.000
H 2.92062 5.12502 -4.41585  0.000
H 2.78702 3.86792 -2.29339  0.000
H 1.60309 5.19914 -2.24031  0.000
H 3.42721 6.56962 -1.01982  0.000
H 4.33357 5.10448 -0.91833  0.000
H 2.75714 3.84092 0.30309  0.000
H 1.40225 4.83909 0.05876  0.000
H 2.79366 3.29391 3.18616  0.000
H 1.19175 3.88331 2.95776  0.000
H 1.45007 5.31212 5.00180  0.000
H 3.19215 5.04310 4.87076  0.000
H 1.15629 2.90993 5.63890  0.000
H 2.14383 3.72815 6.74566  0.000
H 3.49096 1.89267 6.45082  0.000
H 4.33268 2.80614 5.32025  0.000
H 3.19604 1.54441 4.90502  0.000
H 4.55088 6.46648 3.21128  0.000
H 4.74898 6.77217 1.51669  0.000
H 5.67374 4.77875 0.98026  0.000
H 5.13063 3.89264 2.35485  0.000
H 7.51789 4.38791 2.18157  0.000
H 6.91255 4.81006 3.73509  0.000
H 8.55856 6.41329 2.87930  0.000
H 6.93236 7.24476 3.16563  0.000
H 7.52402 6.91460 1.56829  0.000
H 2.37074 7.34103 3.23304  0.000
H 0.88383 6.62448 2.64176  0.000
H 2.84173 8.22632 0.83136  0.000
H 1.87075 9.11465 1.86493  0.000
H 0.49611 7.11044 -0.03731  0.000
H 0.76201 8.77586 -0.40215  0.000
H -1.38862 8.86972 0.54836  0.000
H -0.53794 9.27599 1.94892  0.000
H -1.06748 7.61668 1.82295  0.000
C -6.59460 -9.05950 1.61976  0.000
C -5.84033 -8.12071 2.53171  0.000
C -4.26153 -8.21028 2.30610  0.000
C -3.42835 -7.04308 2.79078  0.000
P -2.42556 -7.23891 4.37418  0.000
C -1.43374 -8.78543 4.25273  0.000
C -0.43495 -8.74426 5.41367  0.000
C 0.67567 -9.79284 5.23988  0.000
C 1.66447 -9.78076 6.42537  0.000
C -3.67745 -7.44077 5.81634  0.000
C -4.60999 -6.14845 6.10805  0.000
C -5.76702 -6.42609 7.05686  0.000
C -5.26350 -6.93074 8.43774  0.000
C -1.51321 -5.63369 4.57634  0.000
C -0.45913 -5.38013 3.59503  0.000
C 0.34380 -4.10091 3.92931  0.000
C 1.32014 -4.23091 5.13721  0.000
H -6.15855 -10.05817 1.64435  0.000
H -6.60120 -8.71580 0.58539  0.000
H -7.65442 -9.10657 1.87009  0.000
H -6.23960 -8.27927 3.53348  0.000
H -6.16441 -7.16406 2.12197  0.000
H -4.07017 -8.38878 1.24798  0.000
H -3.87466 -9.11369 2.77756  0.000
H -3.99271 -6.11642 2.89520  0.000
H -2.67066 -6.78846 2.04972  0.000
H -1.02846 -8.76254 3.24113  0.000
H -2.20341 -9.54727 4.37643  0.000
H -1.02546 -8.84899 6.32385  0.000
H -0.00422 -7.75565 5.57252  0.000
H 1.22849 -9.54626 4.33341  0.000
H 0.27022 -10.79828 5.12674  0.000
H 2.12466 -10.75160 6.60916  0.000
H 1.20315 -9.45563 7.35788  0.000
H 2.43550 -9.03089 6.24843  0.000
H -3.14851 -7.87223 6.66614  0.000
H -4.46339 -8.13898 5.52841  0.000
H -5.03831 -5.80795 5.16534  0.000
H -4.07418 -5.27731 6.48505  0.000
H -6.30823 -7.28464 6.65925  0.000
H -6.41832 -5.56512 7.20733  0.000
H -6.05103 -6.85079 9.18708  0.000
H -4.31469 -6.62329 8.87744  0.000
H -5.10429 -8.00901 8.44751  0.000
H -1.29449 -5.55562 5.64131  0.000
H -2.29029 -4.87363 4.49537  0.000
H -0.90372 -5.14608 2.62774  0.000
H 0.14900 -6.28221 3.52771  0.000
H -0.20671 -3.17740 4.10866  0.000
H 0.84115 -3.68766 3.05183  0.000
H 2.05557 -4.95062 4.77769  0.000
H 0.88692 -4.78861 5.96751  0.000
H 1.79975 -3.34361 5.55046  0.000
C 0.63330 -0.48406 -2.94071  0.041
C 0.55119 -0.41764 -4.47031  0.007
C 0.34390 1.00539 -5.00035  0.000
C -1.11708 1.40817 -5.03112  0.000
P -1.37672 3.11711 -5.65412  0.000
C -0.27703 4.26979 -4.73839  0.000
C -0.67607 5.78370 -4.76949  0.000
C -1.25864 6.38852 -3.50324  0.000
C -1.32268 7.91959 -3.53529  0.000
C -1.01121 3.15731 -7.40590  0.000
C -1.32490 4.54059 -8.16778  0.000
C -1.47521 4.35579 -9.71044  0.000
C -1.92702 5.55350 -10.42866  0.000
C -3.12916 3.55720 -5.40443  0.000
C -3.71377 3.42172 -3.98480  0.000
C -5.24417 3.81516 -3.98059  0.000
C -5.46121 5.28757 -4.17254  0.000
H 1.59420 -0.07693 -2.62607  0.006
H 0.59657 -1.53504 -2.65402  0.007
H -0.17981 -0.01105 -2.39007  0.021
H -0.19304 -1.13397 -4.81830  0.000
H 1.52590 -0.66563 -4.89047  0.001
H 0.76409 1.12111 -5.99943  0.000
H 0.84990 1.75287 -4.38936  0.000
H -1.58691 1.36919 -4.04835  0.000
H -1.64443 0.69170 -5.66095  0.000
H 0.78242 4.12076 -4.94687  0.000
H -0.13995 4.02151 -3.68593  0.000
H -1.24129 6.09760 -5.64704  0.000
H 0.32944 6.19586 -4.85409  0.000
H -0.64376 6.02098 -2.68170  0.000
H -2.25758 5.97171 -3.37477  0.000
H -1.84808 8.16174 -2.61149  0.000
H -1.82766 8.39762 -4.37469  0.000
H -0.37366 8.42748 -3.36346  0.000
H -1.65002 2.44511 -7.92820  0.000
H 0.01691 2.80323 -7.48145  0.000
H -0.45907 5.14369 -7.89444  0.000
H -2.19719 5.05421 -7.76354  0.000
H -2.02018 3.43072 -9.89844  0.000
H -0.49198 4.18032 -10.14698  0.000
H -1.15664 6.32317 -10.47575  0.000
H -2.79334 5.83275 -9.82898  0.000
H -2.15842 5.39172 -11.48146  0.000
H -3.65766 2.83928 -6.03163  0.000
H -3.23110 4.52662 -5.89222  0.000
H -3.04436 3.88198 -3.25806  0.000
H -3.64956 2.38372 -3.65839  0.000
H -5.80361 3.60051 -3.07007  0.000
H -5.70065 3.24673 -4.79090  0.000
H -4.98734 5.57927 -5.10980  0.000
H -5.07434 5.88122 -3.34428  0.000
H -6.50672 5.56220 -4.31252  0.000
C -4.15757 1.06106 3.80589  0.000
C -3.07575 0.29879 3.09791  0.001
C -1.67713 0.82722 3.46086  0.006
O -0.55256 0.11933 2.96485  0.039
C 0.41670 -0.06705 4.00097  0.007
N -3.25906 -1.18813 3.38998  0.000
H -2.66363 -1.72684 2.77731  0.000
H -2.96180 -1.39087 4.33371  0.000
H -4.19889 -1.53345 3.25741  0.000
H -4.08089 1.00900 4.89195  0.000
H -5.16954 0.83683 3.46864  0.000
H -4.11071 2.11676 3.53867  0.000
H -3.09114 0.40999 2.01370  0.000
H -1.67479 0.94293 4.54470  0.001
H -1.50080 1.82157 3.05065  0.001
H 1.40686 -0.05678 3.54536  0.003
H 0.21836 -1.00594 4.51793  0.000
H 0.54152 0.74892 4.71281  0.000
C -8.31689 1.01557 -2.83879  0.000
C -7.19681 0.02750 -2.44149  0.000
C -5.75847 0.61864 -2.63096  0.000
O -4.85390 -0.41652 -2.36660  0.000
C -3.45754 -0.29918 -2.44554  0.000
N -7.44129 -0.44867 -1.01427  0.000
H -7.60849 0.30727 -0.36566  0.000
H -8.20595 -1.09028 -0.86022  0.000
H -6.65130 -1.00723 -0.72440  0.000
H -9.34595 0.75711 -2.58911  0.000
H -8.26365 1.35772 -3.87232  0.000
H -8.02330 1.88705 -2.25362  0.000
H -7.30943 -0.91435 -2.97846  0.000
H -5.68374 1.44569 -1.92491  0.000
H -5.49114 1.21196 -3.50537  0.000
H -3.01834 0.30408 -1.65101  0.000
H -3.15766 -0.03282 -3.45906  0.000
H -3.02227 -1.28238 -2.26675  0.000
C 2.03293 -7.30297 -2.79505  0.000
C 2.04496 -5.93234 -2.08510  0.000
C 2.79805 -4.74151 -2.73911  0.000
O 2.69846 -3.50201 -1.97390  0.002
C 3.58067 -2.54794 -2.47965  0.000
N 0.59635 -5.59499 -1.71664  0.000
H 0.10191 -6.32074 -1.21774  0.000
H 0.62658 -4.76214 -1.14608  0.000
H 0.13607 -5.37363 -2.58798  0.000
H 3.03615 -7.72793 -2.82742  0.000
H 1.61734 -7.13889 -3.78927  0.000
H 1.36198 -8.04521 -2.36261  0.000
H 2.44299 -6.14012 -1.09188  0.000
H 2.37991 -4.58799 -3.73394  0.000
H 3.86730 -4.95183 -2.76299  0.000
H 3.28515 -2.09580 -3.42641  0.000
H 4.56296 -3.00278 -2.60750  0.000
H 3.71672 -1.73529 -1.76608  0.000
C 4.03668 0.96382 -3.11478  0.000
C 4.77717 2.08387 -3.80789  0.000
C 5.89680 2.59277 -2.83604  0.000
O 6.51565 3.59873 -3.58433  0.000
C 7.48904 4.41037 -2.93586  0.000
N 5.40851 1.47118 -5.08345  0.000
H 5.70179 0.50958 -4.98641  0.000
H 4.70650 1.44875 -5.80924  0.000
H 6.19167 2.06824 -5.30769  0.000
H 4.63804 0.17618 -2.66080  0.000
H 3.31399 0.52673 -3.80381  0.000
H 3.48316 1.36829 -2.26736  0.000
H 4.18299 2.97138 -4.02555  0.000
H 6.72146 1.89096 -2.71152  0.000
H 5.50835 2.92056 -1.87180  0.000
H 7.87538 5.17716 -3.60734  0.000
H 8.42884 3.91798 -2.68602  0.000
H 6.99110 4.81483 -2.05463  0.000
C 3.53242 -4.19554 0.85801  0.001
C 4.29272 -4.81836 2.00101  0.000
O 4.95387 -4.30840 2.86930  0.000
N 4.04059 -6.30660 2.17767  0.000
H 4.07984 -6.39551 3.18298  0.000
H 3.14132 -6.67222 1.89884  0.000
C 5.24079 -7.12628 1.61550  0.000
H 2.55110 -4.59433 0.60092  0.000
H 4.23258 -4.01356 0.04268  0.000
H 3.29334 -3.15969 1.09874  0.001
H 5.04557 -7.44769 0.59242  0.000
H 5.34501 -7.99398 2.26692  0.000
H 6.16357 -6.55943 1.73899  0.000
P -1.32260 2.91443 -0.48653  0.003
F -1.06745 3.60894 0.98729  0.002
F 0.13523 2.27518 -0.58723  0.029
F -1.73752 1.42205 0.14856  0.029
F -1.54601 2.23489 -2.02480  0.002
F -2.86403 3.33823 -0.51534  0.001
F -1.00651 4.28983 -1.23156  0.000
P -1.25748 -2.87261 0.27697  0.008
F 0.02562 -2.53699 1.11222  0.028
F -0.29506 -2.99251 -0.98442  0.015
F -1.10876 -4.48848 0.40662  0.001
F -2.44774 -3.20991 -0.77078  0.000
F -2.33037 -2.86117 1.53545  0.001
F -1.40979 -1.28950 0.14003  0.038
P 3.34235 0.50915 1.02497  0.007
F 3.78390 1.90261 0.23627  0.002
F 2.03849 1.25388 1.62101  0.028
F 2.50620 0.05734 -0.25539  0.055
F 2.91857 -0.86378 1.82852  0.018
F 4.64350 -0.14211 0.39343  0.001
F 4.19681 1.02214 2.33786  0.001

Results
LUMO (alpha / beta) (eV): -11.29 / -11.29
Total charge: +6
Spin multiplicity: 4
<S²>: 3.7512
Frontier orbital gap (alpha / beta) (eV): 3.550 / 8.108

(2)
Entry from the OMol25 dataset: C18H36N2O3RuSe2Si2 as an isolated structure (the ωB97M-V functional and the def2-TZVPD basis).

Last column: Löwdin spin population.
Cartesian coordinates (Å):
Ru 1.07604 -0.08057 0.08953  0.752
C -1.53924 2.40170 3.18076  0.001
Si -1.89195 1.79104 1.43340  0.003
C -3.76232 1.62846 1.21027  0.000
C -1.54201 3.26794 0.31558  0.001
N -1.04804 0.35188 1.01615  0.012
C -1.50746 -0.86939 1.49897  0.003
C -2.43591 -1.03782 2.53746  0.004
C -2.85767 -2.29510 2.96905  0.006
C -2.34822 -3.43011 2.36513  0.004
C -1.42033 -3.29214 1.33605  0.007
C -0.99726 -2.03719 0.88726  0.003
N -0.10910 -1.84484 -0.14263  0.055
Si 0.70128 -2.97919 -1.13706  0.011
C 2.27470 -3.52234 -0.24928  0.000
C -0.19876 -4.56025 -1.64331  0.001
C 1.00329 -2.04975 -2.74821  0.003
H -2.17172 3.25571 3.44327  0.000
H -0.49614 2.72736 3.24601  0.000
H -1.69142 1.62257 3.93205  0.000
H -4.23233 2.61039 1.32356  0.000
H -4.24011 0.94611 1.91340  0.000
H -3.97911 1.26069 0.20323  0.000
H -2.15131 4.10347 0.67643  0.000
H -1.82340 3.08372 -0.72682  0.000
H -0.50256 3.58728 0.35467  0.000
H -2.83267 -0.15802 3.02635  0.000
H -3.57942 -2.37608 3.77332  0.000
H -2.66040 -4.41492 2.69190  0.000
H -1.00649 -4.17267 0.85819  0.000
H 2.06684 -4.35876 0.42631  0.000
H 2.66146 -2.70246 0.35365  0.000
H 3.06536 -3.82468 -0.94317  0.000
H -0.10247 -5.34779 -0.89067  0.000
H 0.21821 -4.94365 -2.57887  0.000
H -1.26627 -4.37607 -1.79736  0.000
H 0.71131 -1.00781 -2.62267  0.000
H 0.41439 -2.46888 -3.57071  0.000
H 2.05819 -2.07345 -3.03336  0.002
O 0.15378 1.30523 -1.60510  -0.005
C 0.85141 2.43756 -2.14701  0.000
C 2.36560 2.40668 -1.96809  0.003
C 2.91561 3.43350 -2.97848  0.000
O 4.33163 3.53809 -2.98089  0.000
C 2.90260 1.02221 -2.36279  0.007
Se 3.30604 -0.22506 -0.91732  0.100
C 2.82277 2.86165 -0.58204  0.008
Se 1.75422 2.23857 0.92108  0.021
H -0.28958 1.55704 -0.77624  0.000
H 0.44003 3.35735 -1.72597  0.000
H 0.64388 2.42983 -3.22066  0.000
H 2.46585 4.41348 -2.76900  0.000
H 2.63533 3.14073 -3.99303  0.000
H 4.62950 3.55740 -2.06503  0.000
H 3.83082 1.13836 -2.92173  -0.001
H 2.17979 0.51082 -2.99866  0.002
H 2.81098 3.95401 -0.51769  0.000
H 3.83836 2.50219 -0.39766  0.004
C 1.65376 -0.04570 3.18774  0.000
O 1.40056 -1.00553 2.15624  -0.006
H 1.65367 -0.54617 4.15899  0.000
H 0.90379 0.74464 3.18017  0.000
H 2.62654 0.39192 2.99290  0.000
H 0.46949 -1.28414 2.23375  0.000

Results
LUMO (alpha / beta) (eV): 2.61 / 2.36
Total charge: -1
Spin multiplicity: 2
<S²>: 0.7578
Energy relative to the best compared isomer or geometry (same formula, charge and spin) (kcal per mole): 20.7
Frontier orbital gap (alpha / beta) (eV): 6.256 / 5.912

(3)
Entry from the OMol25 dataset: the molecule C3H6N2O3 (the ωB97M-V functional and the def2-TZVPD basis).

Last column: Löwdin charge in e.
Cartesian coordinates (Å):
C -0.93398 0.37998 0.30693  -0.184
C 0.11314 1.23859 -0.36789  -0.111
C -1.23648 -0.92933 -0.39907  -0.204
N 1.43664 0.61192 -0.00414  -0.305
N 1.45059 -0.63647 -0.23346  -0.063
O 2.40337 1.35563 0.29379  0.031
O 2.23120 -1.49712 0.20844  0.045
O -1.07168 -2.11058 0.11429  0.046
H -0.39949 0.12382 1.33104  0.162
H -1.79744 0.88596 0.52272  0.069
H 0.01507 1.34338 -1.53650  0.160
H 0.14395 2.34231 0.12106  0.171
H -1.29172 -0.89183 -1.41033  0.076
H -1.06317 -2.21628 1.05312  0.106

Results
LUMO (alpha / beta) (eV): -1.68 / 0.47
Energy relative to the best compared isomer or geometry (same formula, charge and spin) (kcal per mole): 213.3
Frontier orbital gap (alpha / beta) (eV): 5.318 / 10.100

Number 1: F_max 4.77 eV Å⁻¹. Number 2: F_max 2.82 eV Å⁻¹. Number 3: F_max 4.19 eV Å⁻¹.